[1]
Molecular formula: CNPS
Method: DFT, ωB97M-V/def2-TZVPD

The geometry in ORCA input format:
```
! wB97M-V def2-TZVPD RIJCOSX def2/J DEFGRID3
* xyz 0 1
C 1.48807 1.30077 -0.91488
N 0.73389 0.86508 -0.12447
P -1.05792 -0.46099 1.26301
S -1.16404 -1.70486 -0.22366
*
```

As for the HOMO energy: -9.2755 eV.

And the Mulliken charges, in e, turn out to be: -0.345, -0.334, 0.630, 0.049

[2]
Molecular formula: C16H20FeNO3
Method: DFT, ωB97M-V/def2-TZVPD

The geometry in ORCA input format:
```
! wB97M-V def2-TZVPD RIJCOSX def2/J DEFGRID3
* xyz 1 5
C -2.57720 -0.49037 1.00758
C -1.06852 -0.44714 0.75715
N -0.59082 1.00722 0.71505
C -0.93492 1.68619 2.02268
C -2.44140 1.62334 2.27922
C -3.16800 0.90325 1.15242
C -2.87139 1.68988 -0.12255
C -1.36853 1.71952 -0.37900
H -3.09827 -1.01489 0.20178
H -2.78549 -1.05193 1.91799
H -0.53057 -0.98576 1.54403
H -0.85083 -0.91921 -0.20286
H -0.36885 1.20908 2.82735
H -0.60867 2.72191 1.90218
H -2.63898 1.13093 3.22967
H -2.83665 2.63944 2.37150
H -4.25275 0.87441 1.33395
H -3.41653 1.26194 -0.97626
H -3.25126 2.71234 -0.02576
H -0.98735 2.74821 -0.43744
H -1.21185 1.25173 -1.35229
O -0.15547 -2.50247 -2.39435
C 1.00715 -2.61811 -2.41290
Fe 2.78714 -2.52987 -2.19190
C 2.88797 -3.67786 -0.91535
O 2.53967 -4.42708 -0.08522
C 3.41841 -3.52004 -3.44563
O 3.68167 -4.48221 -4.04542
C 0.85785 1.14954 0.42060
C 1.02857 0.74029 -1.12077
C 2.19933 0.00694 -1.65714
C 3.06025 -0.67888 -0.77584
C 2.65912 -0.64545 0.64112
C 1.88412 0.35494 1.18696
H 1.12920 2.23526 0.45294
H 0.20372 0.09082 -1.40328
H 0.89601 1.65658 -1.72858
H 2.41578 0.05344 -2.74001
H 4.14537 -0.80498 -1.01424
H 3.03264 -1.45519 1.28785
H 2.18032 0.78423 2.17478
*
```

As for the HOMO energy (alpha / beta): -9.9881 / -11.4285 eV.

Mulliken atomic charge list, values in e, 8 entries: -1.090, 0.028, -0.004, -0.542, -0.982, 0.234, -1.192, -0.431